Molecular formula: C4H9NO3
Method: DFT, ωB97M-V/def2-TZVPD

Results
**Frontier orbital gap**: 10.4 eV
**SMILES string**: CN(C=O)CC(O)O
**Energy relative to the best compared isomer or geometry (same formula, charge and spin)**: 1.307 eV
**E_tot**: -11926.234 eV
**Lowest unoccupied orbital energy**: 0.686 eV

Cartesian coordinates (Å):
C1 -1.56885 0.26096 -0.40670
C2 -0.45077 -0.70685 0.04829
C3 1.96047 -1.07270 0.50615
N1 0.89400 -0.13416 0.20524
C4 1.20646 1.13704 -0.22347
O1 -1.81933 1.25559 0.54434
O2 -2.77089 -0.44440 -0.62711
O3 0.44324 2.09115 -0.39586
H1 -1.05593 1.91605 0.38249
H2 -3.45145 0.24908 -0.59133
H3 -1.23688 0.73627 -1.36311
H4 -0.73286 -1.13105 1.01906
H5 -0.38623 -1.54084 -0.66007
H6 2.28957 1.33800 -0.18273
H7 2.09057 -1.75139 -0.34220
H8 2.90246 -0.55107 0.69482
H9 1.68641 -1.65169 1.39219

Results of the natural (NBO) charge analysis, in e, for atoms 1 through 8: 0.374, -0.254, -0.401, -0.416, 0.544, -0.759, -0.718, -0.649

---

Molecular formula: C4H9NO3
Method: DFT, ωB97M-V/def2-TZVPD

Results
**Frontier orbital gap**: 10.7 eV
**SMILES string**: CO[C@](C)(N)OC=O
**Energy relative to the best compared isomer or geometry (same formula, charge and spin)**: 2.445 eV
**E_tot**: -11925.097 eV
**Lowest unoccupied orbital energy**: 0.940 eV

Cartesian coordinates (Å):
C1 1.27146 -1.23801 -0.95234
C2 1.41405 0.70085 1.17848
O1 0.29905 -1.06495 0.04649
O2 2.00310 1.32766 0.32322
H1 1.82566 0.44790 2.16260
H2 1.31416 -2.29402 -1.23629
H3 1.07159 -0.66324 -1.86294
H4 2.26814 -1.00229 -0.56555
C3 -2.00730 -0.27267 0.52746
C4 -0.62353 0.25037 0.20347
N1 -0.60600 1.10927 -0.89694
O3 -0.02008 0.75810 1.34530
H5 -1.45478 1.62034 -1.09860
H6 0.31162 1.51817 -1.05332
H7 -1.94131 -1.05407 1.28766
H8 -2.50478 -0.67213 -0.36091
H9 -2.62103 0.52873 0.95222

Results of the natural (NBO) charge analysis, in e, for atoms 1 through 8: -0.256, 0.673, -0.613, -0.556, 0.147, 0.181, 0.181, 0.166

---

Molecular formula: C4H9NO3
Method: DFT, ωB97M-V/def2-TZVPD

Results
**Frontier orbital gap**: 7.5 eV
**Energy relative to the best compared isomer or geometry (same formula, charge and spin)**: 12.160 eV
**E_tot**: -11915.381 eV
**Lowest unoccupied orbital energy**: -1.146 eV

Cartesian coordinates (Å):
C1 0.79548 -0.36520 0.02942
C2 0.32408 1.10791 0.26016
C3 -1.13568 0.55814 -0.22772
C4 -0.72102 -0.71946 0.22158
H1 1.54296 -1.97553 1.52936
H2 3.24107 -1.06081 -0.42450
H3 0.99272 -0.46494 -1.05294
H4 0.24569 1.15509 1.33566
H5 2.00728 1.71005 -1.09256
H6 -1.13249 0.79887 -1.26951
H7 -2.71945 1.79433 0.69141
H8 -0.98380 -0.80176 1.18366
H9 -1.97953 -2.05218 -0.99293
N1 1.84975 -0.83218 0.69082
O1 0.88893 2.15699 -0.60492
O2 -2.29359 0.76510 0.57195
O3 -0.92240 -1.77443 -0.84894

Results of the natural (NBO) charge analysis, in e, for atoms 1 through 8: -0.164, 0.077, 0.050, 0.091, 0.373, 0.254, 0.215, 0.174

---

Molecular formula: C4H9NO3
Method: DFT, ωB97M-V/def2-TZVPD

Results
**Frontier orbital gap**: 9.4 eV
**Energy relative to the best compared isomer or geometry (same formula, charge and spin)**: 5.024 eV
**E_tot**: -11922.517 eV
**Lowest unoccupied orbital energy**: 0.692 eV

Cartesian coordinates (Å):
C1 0.70227 1.02166 -1.55064
C2 0.24281 1.08578 1.23319
C3 -0.81941 -2.06175 0.87875
N1 0.75740 0.48466 0.02498
C4 -0.13496 -1.27267 -0.20380
O1 1.17199 -0.90970 0.17817
O2 0.17276 2.29179 -1.68602
O3 -0.56857 -1.29724 -1.37055
H1 -0.78415 2.19570 -1.54566
H2 1.75919 1.04778 -1.81510
H3 0.20221 0.41056 -2.29840
H4 0.95335 0.95794 2.05604
H5 0.04327 2.15409 1.11405
H6 -0.70474 0.65072 1.56318
H7 -0.88455 -3.10685 0.57237
H8 -1.82588 -1.66031 1.02245
H9 -0.28299 -1.99215 1.82700

Results of the natural (NBO) charge analysis, in e, for atoms 1 through 8: 0.120, -0.429, -0.728, -0.233, 0.789, -0.397, -0.689, -0.614

---

Molecular formula: C4H9NO4
Method: DFT, ωB97M-V/def2-TZVPD

Results
**Frontier orbital gap**: 10.7 eV
**SMILES string**: CNC(=O)O.COC=O
**Energy relative to the best compared isomer or geometry (same formula, charge and spin)**: 1.399 eV
**E_tot**: -13973.758 eV
**Lowest unoccupied orbital energy**: 0.701 eV

Cartesian coordinates (Å):
C1 -0.40431 -0.77241 2.32037
C2 -2.07854 -0.12442 0.68019
O1 -1.43626 0.11852 1.89725
O2 -1.98339 -1.12956 0.03422
H1 -3.03038 0.42990 0.73885
H2 -0.20949 -0.55659 3.36834
H3 -0.59561 -1.81879 2.07696
H4 0.49318 -0.52217 1.75207
C3 0.43734 -0.85577 -1.79045
N1 0.61218 0.57381 -1.67273
C4 1.15897 1.24699 -0.60092
O3 1.69918 2.42149 -1.03810
O4 1.32636 0.86877 0.53011
H5 2.03403 2.91578 -0.27798
H6 0.82278 1.00359 -2.56573
H7 1.29578 -1.52428 -1.74518
H8 -0.02617 -1.02711 -2.76350
H9 -0.11566 -1.24775 -0.94379

Results of the natural (NBO) charge analysis, in e, for atoms 1 through 8: -0.295, 0.640, -0.516, -0.578, 0.132, 0.196, 0.188, 0.229

---

Molecular formula: C4H9NO6
Method: DFT, ωB97M-V/def2-TZVPD

Results
**Frontier orbital gap (spin up / spin down)**: 8.4 / 7.3 eV
**Energy relative to the best compared isomer or geometry (same formula, charge and spin)**: 1.000 eV
**E_tot**: -18057.987 eV
**Lowest unoccupied orbital energy (spin up / spin down)**: -1.661 / -2.058 eV

Cartesian coordinates (Å):
C1 0.64159 1.07241 -3.07489
C2 1.60587 0.33485 -2.15710
C3 3.04746 0.75294 -2.37376
C4 1.16023 0.60175 -0.69996
O1 0.12993 -0.35949 -0.52258
O2 -0.47687 -0.10552 0.81142
O3 -1.01450 -1.26460 1.18214
N1 -1.69832 -0.43292 2.82604
O4 -1.72172 0.76915 2.74226
O5 -1.99934 -1.28145 3.63372
O6 1.55703 -1.08047 -2.43203
H1 0.62609 2.13978 -2.82171
H2 0.96553 0.96219 -4.11125
H3 -0.36969 0.66002 -2.96699
H4 3.18229 1.81868 -2.15909
H5 3.70105 0.17244 -1.71298
H6 3.34590 0.56509 -3.40945
H7 1.95390 0.38434 0.01055
H8 0.74715 1.60194 -0.55178
H9 0.76786 -1.40782 -1.96428

Results of the natural (NBO) charge analysis, in e, for atoms 1 through 8: -0.629, 0.227, -0.618, -0.104, -0.294, -0.019, -0.163, 0.627

---

Molecular formula: C4H9NOP2
Method: DFT, ωB97M-V/def2-TZVPD

Results
**Frontier orbital gap**: 9.5 eV
**SMILES string**: CC(P)(P)C#CON
**Energy relative to the best compared isomer or geometry (same formula, charge and spin)**: 4.187 eV
**E_tot**: -26401.915 eV
**Lowest unoccupied orbital energy**: 0.745 eV

Cartesian coordinates (Å):
C1 0.80609 0.12671 0.11894
C2 1.57180 0.93998 -0.23904
C3 -1.80755 -0.30164 0.09484
C4 -0.58632 -0.93837 0.64478
N1 1.96293 2.68776 -1.72250
O1 2.47761 1.77721 -0.71091
P1 -0.52708 -1.29095 2.44939
P2 -0.15799 -2.49139 -0.46133
H1 -1.93726 -0.84969 -0.90253
H2 -1.50050 0.69292 -0.13686
H3 -2.64809 -0.53719 0.74115
H4 2.13210 2.19354 -2.59137
H5 2.52873 3.50704 -1.64342
H6 0.75254 -1.50545 2.68160
H7 -0.48420 0.02054 2.92527
H8 1.22259 -2.54811 0.05160
H9 0.20255 -1.64524 -1.53826

Results of the natural (NBO) charge analysis, in e, for atoms 1 through 8: -0.165, 0.221, -0.678, -0.481, -0.498, -0.386, 0.353, 0.299

---

Molecular formula: C4H9NOS
Method: DFT, ωB97M-V/def2-TZVPD

Results
**Frontier orbital gap (spin up / spin down)**: 2.9 / 6.2 eV
**Expectation value of S²**: 0.754
**Spin multiplicity**: 2
**Energy relative to the best compared isomer or geometry (same formula, charge and spin)**: 1.641 eV
**E_tot**: -18664.621 eV
**Charge**: -1
**Lowest unoccupied orbital energy (spin up / spin down)**: 3.087 / 3.068 eV

Cartesian coordinates (Å):
O1 -3.06019 -1.24962 0.04798
C1 -1.83542 -1.47694 0.27146
C2 -0.86500 -0.26456 0.34774
C3 0.21408 -0.41196 -0.86561
C4 1.43240 0.57143 -0.97250
S1 2.62818 0.65477 0.48500
N1 -1.62382 1.05818 0.32922
H1 -1.39826 -2.44726 -0.16159
H2 -0.41995 -0.28418 1.35552
H3 0.59887 -1.31755 -0.51862
H4 -0.29962 -0.55920 -1.80782
H5 1.11791 1.51722 -1.06149
H6 2.00869 0.31979 -1.89688
H7 1.92927 1.55859 1.18241
H8 -1.00819 1.83269 0.00103
H9 -2.40766 0.98537 -0.22756

Results of the natural (NBO) charge analysis, in e, for atoms 1 through 8: -0.790, -0.021, -0.120, -0.454, -0.459, -0.117, -0.861, 0.049

---

Molecular formula: C4H9NOS
Method: DFT, ωB97M-V/def2-TZVPD

Results
**Frontier orbital gap**: 8.2 eV
**Energy relative to the best compared isomer or geometry (same formula, charge and spin)**: 3.907 eV
**E_tot**: -18663.619 eV
**Lowest unoccupied orbital energy**: -0.551 eV

Cartesian coordinates (Å):
C1 -0.28433 -0.81364 1.09409
C2 -0.12901 0.05473 -0.22679
C3 0.10382 -0.90599 -1.36065
C4 1.19173 0.91394 0.05994
N1 -1.31188 0.86040 -0.42776
O1 -0.77846 0.02160 2.08149
S1 -2.15308 0.86263 1.65055
H1 -1.10989 -1.66123 0.83723
H2 0.66055 -1.28009 1.42189
H3 1.04571 -0.57615 -1.89266
H4 -0.69571 -0.91826 -2.09967
H5 0.01966 -1.96095 -1.02080
H6 1.36259 1.78576 -0.64641
H7 2.11216 0.24620 0.03120
H8 1.15689 1.51128 1.01223
H9 -1.19077 1.85978 -0.51387

Results of the natural (NBO) charge analysis, in e, for atoms 1 through 8: -0.046, 0.021, -0.627, -0.647, -0.617, -0.652, 0.488, 0.171

---

Molecular formula: C4H9NOS
Method: DFT, ωB97M-V/def2-TZVPD

Results
**Frontier orbital gap**: 9.7 eV
**SMILES string**: C[S@@]1(=O)=NCCC1
**Energy relative to the best compared isomer or geometry (same formula, charge and spin)**: 4.593 eV
**E_tot**: -18662.933 eV
**Lowest unoccupied orbital energy**: 0.617 eV

Cartesian coordinates (Å):
C1 -1.37078 -0.46532 -0.72647
C2 -0.60858 -1.54986 0.20397
C3 -0.58865 0.79082 -0.72359
C4 1.40538 1.01904 1.22066
N1 0.80140 -1.42209 -0.02730
O1 2.30846 0.34701 -1.47066
S1 1.14177 0.07592 -0.33673
H1 -1.39924 -0.85935 -1.74497
H2 -2.47376 -0.22034 -0.47506
H3 -0.88086 -1.41682 1.26491
H4 -0.95029 -2.62678 -0.07117
H5 -0.60683 1.33316 -1.79118
H6 -0.76413 1.41540 0.12512
H7 0.71835 0.46328 1.80717
H8 2.36624 1.05826 1.53942
H9 0.90152 2.05768 1.20588

Results of the natural (NBO) charge analysis, in e, for atoms 1 through 8: -0.462, -0.229, -0.569, -0.798, -0.872, -0.862, 1.774, 0.221

---

Molecular formula: C4H9NOS
Method: DFT, ωB97M-V/def2-TZVPD

Results
**Frontier orbital gap**: 9.8 eV
**SMILES string**: CNC(=O)CCS
**Energy relative to the best compared isomer or geometry (same formula, charge and spin)**: 1.149 eV
**E_tot**: -18666.377 eV
**Lowest unoccupied orbital energy**: 0.774 eV

Cartesian coordinates (Å):
C1 0.78831 0.10741 0.94766
C2 1.56502 -1.24323 1.00199
S1 1.30743 -2.10227 -0.56679
C3 -0.68465 -0.02095 0.60755
N1 -1.27702 0.85973 -0.23480
C4 -0.97587 1.36491 -1.54451
O1 -1.37907 -0.88648 1.14104
H1 1.19936 0.78593 0.18634
H2 0.70421 0.47155 1.98480
H3 1.16497 -1.79067 1.86321
H4 2.61723 -0.99016 1.11128
H5 0.02284 -1.83823 -0.71654
H6 -2.25270 0.83219 0.04057
H7 -0.94883 2.48379 -1.60397
H8 -1.77836 0.94758 -2.16283
H9 -0.07286 1.01890 -2.05500

Results of the natural (NBO) charge analysis, in e, for atoms 1 through 8: -0.504, -0.514, -0.039, 0.678, -0.636, -0.422, -0.633, 0.216

---

Molecular formula: C4H9NOS
Method: DFT, ωB97M-V/def2-TZVPD

Results
**Frontier orbital gap (spin up / spin down)**: 7.0 / 8.5 eV
**Energy relative to the best compared isomer or geometry (same formula, charge and spin)**: 7.556 eV
**E_tot**: -18659.970 eV
**Lowest unoccupied orbital energy (spin up / spin down)**: -1.003 / 0.020 eV

Cartesian coordinates (Å):
C1 2.45916 -1.09335 -0.98385
C2 -1.83151 1.29847 -0.06069
C3 -1.79903 -0.18402 -0.61570
C4 -1.14354 0.24468 0.67152
N1 2.32773 0.45037 1.15850
O1 1.50321 1.43273 -0.96287
S1 1.47424 0.13326 -0.27698
H1 2.14778 -1.28035 -1.94590
H2 2.49990 -1.90154 -0.37951
H3 -1.37879 2.09838 -0.66382
H4 -2.68048 1.83455 0.24955
H5 -2.77543 -0.66894 -0.73743
H6 -1.25313 -0.42724 -1.55510
H7 -0.99898 -0.20191 1.68333
H8 2.93732 -0.22711 1.49705
H9 1.72012 0.75820 1.93274

Results of the natural (NBO) charge analysis, in e, for atoms 1 through 8: -0.697, -0.484, -0.480, -0.161, -1.032, -0.929, 1.515, 0.201

---

Molecular formula: C4H9NOS
Method: DFT, ωB97M-V/def2-TZVPD

Results
**Frontier orbital gap**: 9.7 eV
**SMILES string**: CN[C@H](C=O)CS
**Energy relative to the best compared isomer or geometry (same formula, charge and spin)**: 2.656 eV
**E_tot**: -18664.870 eV
**Lowest unoccupied orbital energy**: 0.732 eV

Cartesian coordinates (Å):
C1 -2.00960 0.36316 -0.94110
N1 -1.11008 -0.55574 -0.18637
C2 0.26014 0.03488 0.07575
C3 0.96292 -0.29004 1.44515
S1 2.45307 0.72718 1.82353
C4 1.00856 -0.58329 -1.03578
O1 1.24205 -1.76168 -1.08851
H1 -1.66242 0.89838 -1.91388
H2 -2.99677 -0.18294 -1.04168
H3 -2.25470 1.21215 -0.27651
H4 -1.13301 -1.51856 -0.63459
H5 0.18213 1.19369 0.11236
H6 0.29873 -0.33684 2.27034
H7 1.28618 -1.32838 1.48300
H8 1.90704 2.01147 1.58578
H9 1.56575 0.11657 -1.67748

Results of the natural (NBO) charge analysis, in e, for atoms 1 through 8: -0.430, -0.633, -0.165, -0.516, -0.047, 0.430, -0.529, 0.175

---

Molecular formula: C4H9NOS
Method: DFT, ωB97M-V/def2-TZVPD

Results
**Frontier orbital gap**: 4.0 eV
**Energy relative to the best compared isomer or geometry (same formula, charge and spin)**: 8.976 eV
**E_tot**: -18658.550 eV
**Lowest unoccupied orbital energy**: -4.277 eV

Cartesian coordinates (Å):
O1 0.87009 -2.18462 -1.22326
C1 -0.05489 -1.61866 -1.86698
C2 -0.42128 -0.28492 -1.78157
C3 0.17255 -1.47999 1.25234
C4 -0.51681 -0.94172 2.31662
S1 -0.24923 2.42944 1.16561
N1 0.52554 0.71171 -1.39232
H1 -0.63000 -2.19697 -2.48213
H2 -1.27682 0.09601 -2.13326
H3 0.01285 -2.52940 1.08482
H4 0.58549 -0.58280 0.70261
H5 -0.24296 -0.01800 2.86367
H6 -1.52823 -1.27118 2.58368
H7 0.35387 3.47349 1.58186
H8 0.81195 1.33474 -2.22443
H9 0.18478 1.26972 -0.61668

Results of the natural (NBO) charge analysis, in e, for atoms 1 through 8: -0.400, 0.237, 0.211, -0.465, -0.364, -0.410, -0.885, 0.146

---

Molecular formula: C4H9NOS
Method: DFT, ωB97M-V/def2-TZVPD

Results
**Frontier orbital gap**: 9.8 eV
**Energy relative to the best compared isomer or geometry (same formula, charge and spin)**: 3.066 eV
**E_tot**: -18664.460 eV
**Lowest unoccupied orbital energy**: 0.781 eV

Cartesian coordinates (Å):
C1 -0.02825 0.45257 -0.05908
C2 -0.26398 1.63643 0.88438
C3 1.14112 0.43306 -1.02519
C4 0.12543 -2.03906 0.23397
N1 -0.55426 -0.85766 0.48131
O1 -2.82521 0.40453 0.07049
S1 -1.66289 -0.19434 -0.64698
H1 0.54526 1.91598 1.55393
H2 -1.21318 1.37619 1.54877
H3 -0.49260 2.64881 0.43863
H4 2.07684 0.31502 -0.52507
H5 1.18009 1.44307 -1.57237
H6 1.10240 -0.41827 -1.73085
H7 0.90340 -2.10285 0.95439
H8 -0.49533 -3.01095 0.21861
H9 0.46113 -2.00255 -0.82494

Results of the natural (NBO) charge analysis, in e, for atoms 1 through 8: -0.031, -0.662, -0.654, -0.419, -0.590, -0.926, 1.280, 0.223